No. 1
ORCA calculation (ωB97M-V/def2-TZVPD) on 3 unconnected molecules or ions with the total composition C18H41NO5.

Structure (ORCA input):
```
! RIJCOSX wB97M-V def2-TZVPD def2/J DEFGRID3
* xyz 0 1
C 4.06 -1.09 0.12
O 3.57 -0.40 -1.00
C 2.83 0.76 -0.68
C 1.75 1.01 -1.72
C 0.79 2.11 -1.24
C -0.33 1.58 -0.31
C -1.72 1.74 -0.92
C -2.91 1.39 -0.01
C -3.36 -0.08 0.00
C -2.31 -1.14 0.33
N -1.59 -1.60 -0.88
C -0.59 -2.54 -0.57
O -0.69 -3.72 -0.75
O 0.56 -1.97 -0.09
H 4.64 -1.95 -0.22
H 4.71 -0.45 0.73
H 3.24 -1.44 0.77
H 2.36 0.64 0.32
H 3.50 1.62 -0.65
H 1.19 0.08 -1.87
H 2.22 1.30 -2.66
H 0.36 2.62 -2.11
H 1.38 2.84 -0.67
H -0.12 0.54 -0.07
H -0.32 2.15 0.63
H -1.79 1.19 -1.87
H -1.83 2.80 -1.17
H -2.71 1.74 1.01
H -3.75 1.98 -0.38
H -4.16 -0.18 0.75
H -3.83 -0.31 -0.97
H -2.81 -2.00 0.81
H -1.58 -0.75 1.05
H -2.25 -2.13 -1.44
H 0.59 -2.00 0.87
C 5.13 -6.05 3.24
C 4.97 -5.28 1.94
O 5.85 -4.17 1.83
C 7.23 -4.47 1.84
C 7.68 -5.37 0.71
H 5.05 -5.37 4.10
H 4.34 -6.80 3.32
H 6.08 -6.57 3.30
H 3.97 -4.85 1.88
H 5.09 -5.95 1.09
H 7.52 -4.90 2.81
H 7.73 -3.50 1.76
H 7.28 -6.38 0.81
H 8.77 -5.45 0.71
H 7.36 -4.97 -0.25
C -6.14 6.36 0.39
C -5.22 5.86 -0.71
O -5.13 4.45 -0.79
C -6.34 3.76 -1.06
C -6.96 4.13 -2.40
H -5.87 5.91 1.35
H -6.06 7.44 0.48
H -7.19 6.12 0.19
H -4.20 6.19 -0.52
H -5.52 6.28 -1.68
H -7.06 3.91 -0.25
H -6.07 2.70 -1.06
H -7.33 5.15 -2.41
H -7.81 3.47 -2.60
H -6.23 4.02 -3.20
*
```

For the electronic energy, the calculation gives -31057.214 eV. The orbital gap comes out at 9.93 eV. The SMILES is COCCCCCCCCNC(=O)O.CCOCC.CCOCC. The calculation puts the LUMO energy at 0.61 eV. Its highest occupied orbital energy is -9.3 eV.

No. 2
ORCA calculation (ωB97M-V/def2-TZVPD) on 4 unconnected molecules or ions with the total composition C18H41O8.

Structure (ORCA input):
```
! RIJCOSX wB97M-V def2-TZVPD def2/J DEFGRID3
* xyz -1 1
C 2.84 -2.00 0.89
C 2.43 -1.99 -0.58
C 1.11 -1.23 -0.92
C 0.64 -0.27 0.16
C 1.61 0.86 0.46
O 2.42 1.22 -0.68
C 3.72 0.94 -0.59
O 4.50 1.13 -1.52
H 2.72 -2.98 1.35
H 3.85 -1.62 1.04
H 3.22 -1.58 -1.22
H 2.29 -3.01 -0.94
H 0.30 -1.95 -1.07
H 1.20 -0.68 -1.85
H 0.46 -0.79 1.09
H -0.32 0.16 -0.16
H 1.06 1.76 0.72
H 2.24 0.54 1.28
H 4.07 0.58 0.38
C -3.39 -1.56 -0.74
O -3.31 -0.30 -0.11
C -3.78 0.77 -0.91
C -5.17 1.20 -0.51
O -6.14 0.19 -0.74
C -6.47 -0.55 0.42
H -3.24 -2.32 0.03
H -4.37 -1.72 -1.20
H -2.61 -1.67 -1.50
H -3.76 0.49 -1.97
H -3.10 1.61 -0.77
H -5.46 2.07 -1.10
H -5.18 1.50 0.55
H -7.11 0.04 1.09
H -5.58 -0.86 0.97
H -7.02 -1.43 0.10
C 2.75 4.08 -5.87
O 1.73 5.04 -5.63
C 0.43 4.48 -5.64
C -0.08 4.20 -4.24
O 0.67 3.20 -3.60
C 1.63 3.69 -2.68
H 3.70 4.54 -5.60
H 2.61 3.18 -5.26
H 2.78 3.80 -6.93
H 0.41 3.57 -6.23
H -0.23 5.22 -6.12
H -1.12 3.84 -4.32
H -0.09 5.12 -3.65
H 1.13 4.01 -1.76
H 2.19 4.53 -3.10
H 2.31 2.88 -2.44
C 0.52 -1.82 6.37
O -0.01 -3.13 6.28
C -0.52 -3.42 4.98
C 0.47 -4.21 4.15
O 1.63 -3.46 3.88
C 2.74 -3.79 4.68
H 1.10 -1.77 7.30
H 1.18 -1.59 5.53
H -0.28 -1.07 6.41
H -0.78 -2.50 4.46
H -1.43 -4.01 5.11
H 0.01 -4.45 3.19
H 0.72 -5.15 4.65
H 3.19 -4.73 4.35
H 2.47 -3.86 5.74
H 3.48 -3.00 4.55
*
```

For the electronic energy, the calculation gives -35705.093 eV. The orbital gap comes out at 3.67 eV. The calculation puts the LUMO energy at 2.55 eV. Its highest occupied orbital energy is -1.1 eV.

No. 3
ORCA calculation (ωB97M-V/def2-TZVPD) on a molecular structure, C18H42BF4KN6O6.

Structure (ORCA input):
```
! RIJCOSX wB97M-V def2-TZVPD def2/J DEFGRID3
* xyz 0 1
K -0.63 -2.32 -1.12
B -0.40 -0.06 0.34
F -0.47 -0.32 1.66
F -0.55 1.29 0.20
F 0.65 -0.63 -0.24
F -1.53 -0.60 -0.29
C -3.31 1.63 -3.25
O -4.37 2.23 -3.43
N -2.60 1.77 -2.13
C -1.26 1.12 -2.01
C -3.01 2.70 -1.10
H -3.02 0.94 -4.06
H -1.05 0.39 -2.79
H -1.18 0.66 -1.02
H -0.54 1.92 -1.83
H -2.57 3.65 -1.42
H -4.07 2.91 -1.04
H -2.61 2.39 -0.14
C -0.11 -1.39 -3.95
O -1.00 -1.72 -3.17
N 0.72 -0.35 -3.81
C 1.47 0.06 -5.05
C 0.92 0.52 -2.69
H 0.23 -2.03 -4.78
H 2.51 -0.17 -4.80
H 1.30 1.14 -5.08
H 1.30 -0.41 -6.01
H 0.70 -0.03 -1.78
H 1.95 0.88 -2.68
H 0.33 1.43 -2.78
C -2.20 -2.65 1.00
O -2.00 -3.69 0.36
N -3.02 -2.46 2.03
C -3.26 -1.01 2.43
C -3.92 -3.52 2.61
H -1.62 -1.74 0.78
H -4.34 -0.85 2.33
H -2.75 -0.21 1.90
H -2.95 -0.98 3.48
H -4.19 -3.10 3.57
H -4.78 -3.48 1.95
H -3.47 -4.51 2.70
C 1.80 1.98 -0.34
O 2.11 2.57 -1.39
N 2.70 1.58 0.53
C 2.26 0.77 1.60
C 4.14 1.53 0.27
H 0.78 1.68 -0.05
H 1.20 0.76 1.88
H 2.86 0.94 2.49
H 2.68 -0.19 1.31
H 4.46 1.99 -0.66
H 4.57 2.15 1.05
H 4.55 0.52 0.32
C -1.83 0.84 3.43
O -2.93 0.63 3.83
N -0.95 1.79 3.85
C 0.43 1.81 3.29
C -1.23 2.87 4.86
H -1.32 0.21 2.68
H 0.58 1.48 2.26
H 1.15 1.46 4.03
H 0.80 2.82 3.16
H -0.82 3.77 4.41
H -2.23 3.09 5.22
H -0.75 2.73 5.83
C 2.13 -3.66 -1.14
O 0.99 -3.50 -1.56
N 3.01 -2.65 -1.01
C 4.18 -2.73 -0.12
C 2.45 -1.27 -1.14
H 2.60 -4.54 -0.66
H 4.46 -3.76 0.11
H 4.03 -2.29 0.87
H 5.15 -2.31 -0.38
H 1.57 -0.99 -0.57
H 3.10 -0.40 -1.02
H 2.00 -1.13 -2.12
*
```

For the electronic energy, the calculation gives -68434.458 eV. The orbital gap comes out at 8.29 eV. The calculation puts the LUMO energy at 0.06 eV. Its highest occupied orbital energy is -8.2 eV.

Respective F_max values: 0.66, 2.01, 9.24 eV/A.